ORCA calculation (ωB97M-V with the def2-TZVPD basis set) on C42H50N6O4ScSe3 as an isolated structure at a distorted geometry.

Energy above the lowest of the compared OMol25 structures with the same formula, charge and spin = 94.5 kJ/mol
Total charge = +1
Frontier orbital gap = 0.2456 Ha
E_HOMO = -9.82 eV
LUMO = -3.14 eV

Atoms and positions in Å:
Sc -0.82559 -0.08990 0.74339
C -1.17377 2.59632 -1.75403
O -1.76615 1.52107 -1.02630
C -3.13825 1.57860 -0.88528
C -3.91000 2.62429 -1.36757
C -5.28770 2.60506 -1.20297
C -5.90368 1.54469 -0.55910
C -5.13684 0.50374 -0.06913
C -3.75006 0.51062 -0.21297
N -2.90575 -0.50955 0.28044
N -3.53611 -1.51877 0.75855
C -2.91572 -2.66356 1.07532
C -1.56480 -2.94353 0.69831
O -0.71999 -2.00693 0.47878
C -1.20189 -4.31178 0.50098
C -2.02906 -5.31315 0.88912
C -3.28598 -5.05712 1.51897
C -4.08099 -6.09611 2.03336
C -5.28556 -5.82193 2.63208
C -5.72429 -4.49675 2.73862
C -4.96695 -3.46265 2.23809
C -3.74074 -3.72652 1.61224
H -1.58626 2.64911 -2.76204
H -1.32758 3.54508 -1.23547
H -0.11185 2.37569 -1.81672
H -3.46437 3.46539 -1.87703
H -5.87563 3.42899 -1.58494
H -6.97829 1.52649 -0.43954
H -5.58929 -0.33675 0.43434
H -0.23644 -4.51963 0.05764
H -1.72987 -6.34461 0.74169
H -3.71937 -7.11480 1.95752
H -5.89813 -6.62416 3.02059
H -6.66810 -4.28881 3.22610
H -5.28832 -2.43451 2.33762
C 2.33525 -2.97635 1.82595
Se 1.25921 -1.63166 2.73392
C 0.05817 -2.95051 3.57100
C -1.12922 -2.35476 4.30931
Se -1.95339 -0.75581 3.49197
C -1.00310 0.55756 4.57805
H 1.69466 -3.53683 1.14886
H 2.77954 -3.63872 2.56415
H 3.11685 -2.47066 1.26455
H 0.66860 -3.52984 4.26312
H -0.26230 -3.60336 2.76448
H -0.84897 -2.04619 5.31433
H -1.92007 -3.10023 4.38017
H -1.11847 0.30559 5.62842
H -1.46695 1.52146 4.38456
H 0.04881 0.57395 4.30190
O 0.69648 1.06371 1.38764
N 0.42712 2.26942 1.76623
N -0.81338 2.46986 1.89711
O -1.67856 1.50343 1.67785
C -1.31483 3.76599 2.23569
C -0.46748 4.73389 2.76172
C -0.98672 5.98193 3.05663
C -2.32870 6.25816 2.82918
C -3.16188 5.28094 2.30540
C -2.65982 4.02492 2.00596
H 0.57308 4.50140 2.93683
H -0.33972 6.74277 3.47151
H -2.72646 7.23621 3.06476
H -4.20805 5.48805 2.12553
H -3.28549 3.24237 1.60075
C 4.14359 4.10834 -0.86725
C 4.37021 2.60090 -0.78589
C 3.26789 1.91150 0.01329
C 3.46635 0.40533 0.17225
N 3.55599 -0.28667 -1.10500
C 2.50465 -0.61331 -1.88640
Se 0.71836 -0.27145 -1.55722
N 2.97571 -1.21733 -3.00242
C 2.19317 -1.66016 -4.14871
C 2.41951 -0.77576 -5.37980
C 1.95356 0.67209 -5.20908
C 0.43765 0.83366 -5.30797
C 4.35995 -1.28692 -2.92891
C 5.30280 -1.82179 -3.79533
C 6.63170 -1.71625 -3.42427
C 7.00569 -1.09705 -2.22937
C 6.06480 -0.57790 -1.35774
C 4.73132 -0.69171 -1.72344
H 4.91409 4.58742 -1.47084
H 4.16226 4.55529 0.12796
H 3.17475 4.32808 -1.32055
H 5.34258 2.40461 -0.32384
H 4.40537 2.18974 -1.79907
H 2.30532 2.08569 -0.47384
H 3.20599 2.34537 1.01424
H 2.62760 -0.00720 0.73015
H 4.38305 0.19617 0.72375
H 1.14668 -1.65250 -3.85180
H 2.48069 -2.68911 -4.37207
H 1.88504 -1.23094 -6.21668
H 3.48228 -0.78449 -5.63014
H 2.42625 1.27931 -5.98297
H 2.29750 1.06055 -4.24480
H 0.06859 0.44974 -6.26102
H 0.16048 1.88664 -5.23991
H -0.06860 0.30139 -4.50225
H 5.01913 -2.30688 -4.71920
H 7.39719 -2.11760 -4.07408
H 8.05566 -1.01794 -1.98242
H 6.36433 -0.09919 -0.43552

Force components x, y, z for each atom (eV/Å):
Sc 0.4 -0.3 -0.4
C 0.3 0.1 0.0
O -0.1 -0.3 0.1
C -0.1 -0.1 0.1
C 0.0 0.1 -0.1
C -0.1 0.0 0.0
C 0.0 0.0 0.0
C 0.3 -0.1 0.0
C -0.3 0.3 -0.1
N -0.4 -0.5 0.3
N -0.1 0.4 -0.4
C 0.5 -0.2 0.0
C -0.5 0.0 0.0
O -0.6 -1.7 -0.4
C 0.1 -0.2 0.1
C 0.1 0.1 0.0
C -0.2 0.1 0.1
C 0.0 0.0 0.0
C 0.0 -0.1 0.0
C 0.0 0.1 0.0
C 0.0 0.0 0.0
C 0.0 -0.1 0.0
H 0.0 0.0 0.0
H 0.0 0.0 0.0
H 0.0 0.0 0.0
H 0.0 0.0 0.0
H 0.0 0.0 0.0
H 0.0 0.0 0.0
H 0.0 0.0 0.0
H 0.0 0.0 0.0
H 0.0 0.0 0.0
H 0.0 0.0 0.0
H 0.0 0.0 0.0
H 0.0 0.0 0.0
H -0.1 0.0 0.0
C -0.2 0.0 0.1
Se 0.2 -0.1 0.5
C 0.2 0.2 -0.2
C 0.0 0.2 -0.2
Se 0.2 -0.3 0.3
C 0.0 -0.1 -0.2
H 0.0 0.0 -0.1
H 0.0 0.0 0.0
H 0.0 0.0 0.0
H 0.0 0.0 0.0
H -0.1 -0.1 0.0
H -0.1 0.0 0.0
H 0.0 0.0 0.1
H 0.0 0.0 0.0
H 0.0 0.0 0.0
H 0.0 0.1 0.1
O 0.3 1.3 0.6
N 0.2 0.2 0.0
N 0.0 -0.2 -0.1
O -0.1 1.0 0.4
C -0.2 0.5 0.2
C 0.1 -0.2 0.0
C 0.0 0.0 0.0
C -0.1 0.0 0.0
C 0.0 0.0 0.0
C 0.1 -0.3 0.0
H 0.0 0.0 0.0
H 0.0 0.0 0.0
H 0.0 0.0 0.0
H 0.0 0.0 0.0
H -0.1 0.0 0.0
C 0.1 -0.1 0.0
C -0.1 0.1 0.1
C 0.2 -0.1 -0.2
C -0.1 0.3 0.2
N -0.1 -0.2 0.0
C 0.0 0.1 0.2
Se 0.1 0.0 -0.9
N -0.1 0.1 0.2
C -0.1 0.0 -0.3
C 0.0 0.1 0.2
C -0.2 -0.1 0.0
C 0.1 0.0 0.0
C 0.2 0.1 0.1
C 0.0 -0.1 0.0
C 0.0 0.0 0.0
C 0.0 0.0 0.0
C 0.0 0.0 0.1
C 0.1 -0.1 -0.3
H 0.0 0.0 0.0
H 0.0 0.0 0.0
H 0.0 0.0 0.0
H 0.0 0.0 0.0
H 0.1 0.0 0.0
H 0.0 0.0 0.1
H 0.0 0.0 0.0
H 0.0 -0.1 -0.1
H 0.0 -0.1 0.0
H 0.0 0.0 0.1
H 0.0 0.0 0.1
H 0.0 0.0 0.0
H 0.0 0.0 0.0
H 0.0 0.0 0.0
H 0.1 0.0 0.0
H 0.0 0.0 0.0
H 0.0 0.0 0.0
H -0.1 0.0 0.0
H 0.0 0.0 0.0
H 0.0 0.0 0.0
H 0.0 0.0 0.0
H 0.0 0.0 0.0

These are the Löwdin partial charges, in e, on atoms 1 to 99: Sc 0.6444; C -0.0686; O -0.2030; C -0.2193; C -0.0189; C -0.0685; C -0.0723; C 0.0004; C -0.1714; N -0.0267; N 0.1055; C -0.1988; C -0.3272; O -0.2427; C 0.0004; C 0.0112; C -0.1667; C -0.0259; C -0.0718; C -0.0605; C -0.0188; C -0.1058; H 0.1063; H 0.1044; H 0.0459; H 0.1096; H 0.1104; H 0.1090; H 0.1076; H 0.1208; H 0.1252; H 0.1165; H 0.1075; H 0.1091; H 0.1088; C -0.3423; Se 0.9764; C -0.4884; C -0.4712; Se 1.0109; C -0.3454; H 0.0173; H 0.0321; H 0.0142; H 0.0765; H 0.0433; H 0.0662; H 0.0683; H 0.0358; H 0.0211; H 0.0094; O -0.3103; N 0.0744; N -0.1734; O -0.2315; C -0.1672; C -0.0096; C -0.0641; C -0.0676; C -0.0566; C 0.0027; H 0.1131; H 0.1116; H 0.1106; H 0.1124; H 0.1138; C -0.1025; C -0.2567; C -0.1965; C -0.1427; N -0.0042; C -0.5663; Se 0.9145; N -0.0146; C -0.1405; C -0.1748; C -0.2489; C -0.1079; C -0.1389; C 0.0003; C -0.0684; C -0.0695; C -0.0007; C -0.1441; H 0.0732; H 0.0751; H 0.0729; H 0.1097; H 0.1073; H 0.0844; H 0.1208; H 0.0596; H 0.1321; H 0.0779; H 0.1316; H 0.1208; H 0.0997; H 0.1094; H 0.0952